(1)
Here is C6H11CeClF3O2Rh as an isolated structure in a non-equilibrium geometry from OMol25. Energies are from ωB97M-V/def2-TZVPD.

```
25
Properties=species:S:1:pos:R:3:lowdin_charge:R:1
H 1.827 1.323 1.285 0.026
Ce -1.601 0.120 -2.226 0.311
C 1.462 -1.645 1.787 -0.440
H -0.852 1.601 -4.326 0.075
H -2.066 2.490 -3.316 0.077
F 3.776 -2.010 1.959 0.120
F 2.440 -2.876 3.552 0.117
C -1.546 0.900 -0.408 -0.571
H -2.421 0.473 0.130 0.066
O 0.583 -1.209 2.661 -0.022
C -1.801 1.504 -3.756 -0.176
Rh 0.000 0.000 0.000 0.736
H -2.612 1.180 -4.444 0.074
H -3.653 -1.420 -1.575 0.038
O 1.393 -1.238 0.540 -0.269
H 2.420 0.899 -0.345 0.022
F 2.438 -3.760 1.480 0.119
H -1.492 2.005 -0.290 0.063
H -3.582 -1.232 -3.377 0.035
C 1.525 1.239 0.218 -0.220
Cl 0.307 -0.633 -1.867 0.562
C 2.544 -2.587 2.203 -0.451
H 1.284 2.265 -0.132 0.009
C -2.979 -1.411 -2.460 -0.340
H -2.469 -2.395 -2.539 0.037
```

Summary:
HOMO-LUMO gap (spin up / spin down)	6.529 / 5.427	eV
2S+1	5
expectation value of S²	6.01
highest occupied orbital energy (spin up / spin down)	-6.9333 / -8.6023	eV

---

(2)
Here is C6H11ClCoF3O2V as an isolated structure in a non-equilibrium geometry from OMol25. Energies are from ωB97M-V/def2-TZVPD.

```
25
Properties=species:S:1:pos:R:3:lowdin_charge:R:1
H 1.992 -0.174 -2.033 0.014
F -1.787 -3.554 -2.995 0.125
H 0.218 0.457 2.048 -0.032
H 2.403 3.697 0.218 -0.003
H -0.037 2.693 -2.437 -0.007
C 0.765 1.955 -2.370 -0.266
H 3.360 2.932 -1.110 -0.005
F -3.565 -2.354 -2.601 0.128
C 1.727 -0.152 -0.947 -0.267
H 1.420 -0.785 1.468 -0.010
H -0.346 -1.148 1.567 0.003
C -1.508 -1.785 -1.428 -0.522
H 3.366 2.208 0.555 -0.003
O -0.387 -2.198 -1.021 0.006
Co 1.155 1.744 -0.506 0.187
H 2.580 -0.418 -0.292 0.005
C -2.446 -2.859 -2.032 -0.504
H 0.477 1.075 -2.961 0.010
O -1.923 -0.575 -1.359 -0.065
C 2.774 2.747 -0.204 -0.194
C 0.412 -0.376 1.367 -0.287
F -2.848 -3.733 -1.070 0.126
Cl -0.937 2.151 0.247 0.212
V -0.068 0.102 -0.487 0.348
H 1.655 2.373 -2.831 0.000
```

Summary:
net charge	-1
HOMO-LUMO gap (spin up / spin down)	6.757 / 7.189	eV
2S+1	7
expectation value of S²	12.03
highest occupied orbital energy (spin up / spin down)	-3.4791 / -4.9034	eV

---

(3)
Here is one molecule with the formula C6H11ClN4O in a non-equilibrium geometry from OMol25. Energies are from ωB97M-V/def2-TZVPD.

```
23
Properties=species:S:1:pos:R:3:lowdin_charge:R:1
C -2.040 -1.331 -1.475 -0.167
H -0.115 3.346 2.850 0.288
N 1.220 0.631 1.327 0.055
N -1.023 1.406 0.861 0.063
C -1.118 -0.747 -0.398 -0.577
Cl 0.229 -1.587 -3.090 0.494
N -1.326 0.511 -0.119 0.002
H -1.641 -3.080 -2.888 0.094
H 2.200 3.074 3.295 0.145
O -0.270 -1.456 0.148 -0.019
C 2.444 1.264 1.816 -0.166
C 0.149 1.426 1.520 -0.431
H 1.166 -0.429 1.184 0.160
H -2.969 -1.612 -0.790 0.168
C 1.781 2.046 2.920 -0.281
H -2.280 -0.519 -2.222 0.114
C -1.118 -2.391 -2.108 -0.531
H 1.782 1.480 3.841 0.100
H 2.975 2.015 1.144 0.122
N 0.525 2.352 2.419 0.001
H 3.300 0.522 2.107 0.148
H -0.482 -3.045 -1.499 0.055
H -2.032 0.973 -0.749 0.162
```

Summary:
HOMO-LUMO gap	8.355	eV
SMILES	O=C(CCCl)NN=C1NCCN1
highest occupied orbital energy	-7.6875	eV

---

Computed E_tot, in the same sequence as the records: -1730.597131 -3472.126131 -989.577857 a.u..
Computed relative energy (zero: lowest compared OMol25 entry of this formula, charge and spin), in the same sequence as the records: 733.91 258.08 288.43 kJ/mol.